ORCA calculation (ωB97M-V/def2-TZVPD) on a 5-piece molecular cluster, C40H44ClN5O8P4S3 overall at a distorted geometry.

Its HOMO energy is -8.99 eV. The spin multiplicity is 1.

Atoms and positions in Å:
C (-1.362, 4.137, 3.013)
C (-1.840, 3.597, 1.907)
C (-1.175, 2.415, 1.290)
C (0.001, 2.665, 0.588)
C (0.726, 1.643, -0.021)
C (0.235, 0.335, 0.049)
P (1.178, -0.982, -0.815)
S (0.242, -1.766, -2.342)
C (-0.968, 0.066, 0.724)
C (-1.521, -1.343, 0.671)
C (-0.754, -2.334, 1.478)
O (0.025, -2.052, 2.327)
O (-1.018, -3.639, 1.165)
C (-1.661, 1.094, 1.384)
P (-3.182, 0.798, 2.338)
O (-3.117, -0.654, 3.009)
O (-3.227, 1.778, 3.603)
S (-4.708, 1.109, 1.222)
N (1.991, 1.884, -0.660)
P (3.197, 1.780, 0.573)
O (3.736, 0.435, 0.710)
O (4.324, 2.835, 0.201)
O (2.461, 2.241, 1.904)
C (2.053, 3.079, -1.462)
C (2.740, 3.039, -2.679)
C (3.421, 1.805, -3.215)
C (4.960, 1.916, -3.098)
C (5.613, 0.691, -2.435)
C (6.915, 1.040, -1.734)
C (2.787, 4.203, -3.442)
C (2.199, 5.397, -3.034)
P (2.338, 6.826, -4.166)
O (3.941, 7.169, -4.164)
Cl (1.647, 8.352, -2.966)
C (1.530, 5.431, -1.816)
C (1.464, 4.269, -1.059)
S (0.619, 4.335, 0.504)
H (-1.747, 5.071, 3.385)
H (-0.565, 3.636, 3.543)
H (-2.721, 3.961, 1.400)
H (1.527, -1.899, 0.185)
H (2.395, -0.452, -1.212)
H (-1.436, -1.674, -0.367)
H (-2.576, -1.406, 0.905)
H (-0.378, -3.907, 0.490)
H (-2.218, -0.957, 3.204)
H (-2.622, 1.448, 4.288)
H (4.051, 3.751, 0.346)
H (2.338, 3.205, 1.895)
H (3.133, 1.734, -4.259)
H (3.065, 0.922, -2.704)
H (5.208, 2.780, -2.485)
H (5.407, 2.099, -4.072)
H (4.915, 0.289, -1.707)
H (5.826, -0.048, -3.202)
H (6.770, 1.733, -0.911)
H (7.629, 1.489, -2.422)
H (7.374, 0.131, -1.357)
H (3.297, 4.170, -4.398)
H (4.446, 6.370, -4.359)
H (1.069, 6.333, -1.446)
N (-3.436, -8.182, 1.648)
C (-2.718, -9.149, 2.226)
C (-1.487, -8.939, 2.826)
C (-0.962, -7.657, 2.823)
C (-1.689, -6.640, 2.227)
C (-2.914, -6.957, 1.660)
H (-3.157, -10.140, 2.203)
H (-0.953, -9.762, 3.281)
H (-0.001, -7.454, 3.280)
H (-1.319, -5.626, 2.202)
H (-3.516, -6.188, 1.187)
N (-2.093, 9.591, -5.161)
C (-3.388, 9.285, -5.199)
C (-3.974, 8.315, -4.400)
C (-3.169, 7.622, -3.512)
C (-1.818, 7.926, -3.460)
C (-1.331, 8.916, -4.301)
H (-3.982, 9.849, -5.910)
H (-5.034, 8.111, -4.473)
H (-3.588, 6.856, -2.872)
H (-1.155, 7.407, -2.781)
H (-0.283, 9.186, -4.292)
N (-0.477, 0.645, 5.814)
C (0.437, 0.854, 6.760)
C (1.802, 0.895, 6.514)
C (2.246, 0.707, 5.213)
C (1.309, 0.484, 4.220)
C (-0.028, 0.464, 4.575)
H (0.050, 0.995, 7.763)
H (2.498, 1.071, 7.322)
H (3.303, 0.734, 4.977)
H (1.597, 0.331, 3.192)
H (-0.789, 0.293, 3.817)
N (-3.447, -11.317, -2.395)
C (-3.487, -10.485, -1.355)
C (-4.414, -10.576, -0.328)
C (-5.357, -11.591, -0.387)
C (-5.333, -12.465, -1.462)
C (-4.360, -12.286, -2.434)
H (-2.734, -9.704, -1.350)
H (-4.392, -9.873, 0.491)
H (-6.100, -11.698, 0.393)
H (-6.050, -13.270, -1.548)
H (-4.303, -12.949, -3.290)

Löwdin atomic charge list, values in e, 4 entries: 0.0173, -0.1864, -0.2126, -0.3582

=====

ORCA calculation (ωB97M-V/def2-TZVPD) on C40H44GaN9O3PS4 as an isolated structure at a distorted geometry.

The net charge is +1. Its HOMO energy is -10.07 eV. The energy above the lowest of the compared OMol25 structures with the same formula, charge and spin comes out at 1.080 eV. The spin multiplicity is 1.

Atoms and positions in Å:
Ga (-0.100, -0.904, -0.447)
C (1.362, -1.972, 4.975)
C (2.163, -3.008, 4.190)
N (1.558, -3.373, 2.906)
C (0.931, -4.691, 2.816)
C (-0.315, -4.791, 3.691)
C (1.636, -2.517, 1.881)
S (1.016, -2.946, 0.316)
N (2.332, -1.400, 2.075)
C (2.108, -0.259, 1.473)
O (0.976, 0.080, 0.977)
C (3.245, 0.691, 1.425)
C (4.254, 0.649, 2.385)
C (5.359, 1.474, 2.260)
C (5.479, 2.321, 1.164)
C (4.477, 2.363, 0.205)
C (3.357, 1.559, 0.345)
H (1.871, -1.758, 5.916)
H (0.358, -2.333, 5.205)
H (1.287, -1.047, 4.405)
H (2.264, -3.922, 4.772)
H (3.157, -2.607, 3.991)
H (1.667, -5.437, 3.122)
H (0.673, -4.870, 1.778)
H (-0.068, -4.708, 4.750)
H (-0.806, -5.752, 3.531)
H (-1.017, -3.994, 3.434)
H (4.159, -0.025, 3.226)
H (6.131, 1.460, 3.018)
H (6.355, 2.950, 1.063)
H (4.563, 3.021, -0.650)
H (2.570, 1.586, -0.391)
S (-3.343, -1.324, -4.165)
C (-3.156, 0.306, -4.704)
C (-3.369, 0.839, -5.971)
C (-3.123, 2.186, -6.155)
C (-2.694, 2.990, -5.095)
C (-2.497, 2.462, -3.836)
C (-2.704, 1.096, -3.637)
N (-2.522, 0.413, -2.447)
C (-2.830, -0.835, -2.568)
C (-2.881, -1.783, -1.433)
C (-3.965, -2.668, -1.424)
C (-4.184, -3.532, -0.367)
C (-3.305, -3.529, 0.699)
C (-2.201, -2.689, 0.675)
C (-1.951, -1.788, -0.362)
H (-3.721, 0.216, -6.782)
H (-3.264, 2.624, -7.135)
H (-2.514, 4.044, -5.267)
H (-2.174, 3.081, -3.007)
H (-4.655, -2.661, -2.259)
H (-5.031, -4.206, -0.379)
H (-3.456, -4.199, 1.538)
H (-1.488, -2.761, 1.488)
N (6.552, -0.569, -4.013)
C (5.204, -0.552, -3.779)
C (4.687, -1.003, -2.554)
C (3.334, -0.963, -2.311)
C (2.476, -0.454, -3.281)
C (2.969, -0.003, -4.503)
C (4.322, -0.051, -4.751)
S (0.755, -0.388, -2.988)
O (0.103, 0.063, -4.178)
O (0.321, -1.675, -2.420)
N (0.493, 0.554, -1.698)
C (0.680, 1.922, -1.743)
S (1.568, 2.685, -3.057)
C (1.382, 4.206, -2.270)
C (0.700, 4.044, -1.120)
N (0.297, 2.761, -0.826)
H (7.143, -1.126, -3.423)
H (6.877, -0.417, -4.951)
H (5.365, -1.384, -1.800)
H (2.936, -1.346, -1.377)
H (2.270, 0.369, -5.241)
H (4.716, 0.296, -5.699)
H (1.788, 5.108, -2.700)
H (0.450, 4.843, -0.435)
C (-2.620, 2.149, 3.873)
N (-2.944, 0.741, 3.379)
C (-4.327, 0.771, 2.719)
N (-4.382, 1.759, 1.708)
C (-4.039, 3.075, 2.232)
N (-2.701, 3.085, 2.816)
C (-1.651, 2.925, 1.801)
P (-1.735, 1.327, 0.832)
C (-1.904, 0.284, 2.407)
C (-3.583, 1.411, 0.523)
H (-1.618, 2.121, 4.298)
H (-3.350, 2.387, 4.649)
H (-2.973, 0.105, 4.176)
H (-5.048, 0.981, 3.510)
H (-4.505, -0.219, 2.300)
H (-4.764, 3.360, 2.997)
H (-4.081, 3.797, 1.419)
H (-0.667, 2.993, 2.271)
H (-1.728, 3.749, 1.091)
H (-0.933, 0.293, 2.907)
H (-2.134, -0.736, 2.111)
H (-3.914, 0.450, 0.134)
H (-3.763, 2.153, -0.254)

Löwdin atomic charge list, values in e, 4 entries: 0.2794, -0.0681, -0.1909, -0.1074

=====

ORCA calculation (ωB97M-V/def2-TZVPD) on C40H44MnN7O6 as an isolated structure at a distorted geometry.

The net charge is +1. Its HOMO energy (spin up / spin down) is -9.97 / -9.74 eV. The expectation value of S² is 1.199. The spin multiplicity is 2.

Atoms and positions in Å:
Mn (-0.398, 0.230, -0.140)
C (1.428, 4.629, 6.057)
O (1.488, 3.574, 5.092)
C (2.606, 2.806, 5.095)
C (3.590, 2.864, 6.062)
C (4.703, 2.026, 5.974)
C (4.833, 1.164, 4.905)
C (3.849, 1.124, 3.916)
C (2.719, 1.923, 4.013)
N (1.675, 1.973, 3.059)
C (1.327, 1.062, 2.105)
N (1.687, -0.222, 2.322)
C (1.207, -1.406, 1.677)
C (0.431, -1.405, 0.539)
C (0.014, -2.653, 0.056)
C (0.327, -3.842, 0.694)
C (1.098, -3.816, 1.860)
C (1.545, -2.598, 2.334)
O (2.263, -2.446, 3.491)
C (3.273, -3.419, 3.786)
N (0.620, 1.413, 1.079)
C (0.342, 2.781, 0.812)
C (-0.971, 3.173, 0.574)
C (-1.293, 4.488, 0.236)
C (-0.283, 5.428, 0.154)
C (1.043, 5.055, 0.376)
C (1.359, 3.735, 0.682)
O (2.616, 3.280, 0.864)
C (3.673, 4.240, 0.845)
H (0.476, 5.128, 5.915)
H (2.241, 5.337, 5.902)
H (1.474, 4.234, 7.070)
H (3.508, 3.560, 6.884)
H (5.468, 2.069, 6.742)
H (5.705, 0.527, 4.817)
H (3.998, 0.497, 3.045)
H (1.166, 2.843, 3.033)
H (2.140, -0.408, 3.202)
H (-0.599, -2.703, -0.841)
H (-0.015, -4.792, 0.297)
H (1.332, -4.735, 2.384)
H (2.891, -4.435, 3.717)
H (3.592, -3.231, 4.805)
H (4.119, -3.304, 3.107)
H (-1.756, 2.433, 0.669)
H (-2.325, 4.766, 0.057)
H (-0.513, 6.461, -0.084)
H (1.825, 5.799, 0.301)
H (4.589, 3.689, 1.029)
H (3.536, 4.987, 1.628)
H (3.739, 4.735, -0.124)
O (-4.217, -0.548, 1.455)
C (-2.986, -0.600, 1.309)
O (-2.304, -0.023, 0.412)
C (-2.249, -1.453, 2.332)
N (-3.350, -2.197, 3.072)
C (-3.193, -1.977, 4.559)
C (-1.787, -1.401, 4.708)
C (-1.570, -0.605, 3.418)
H (-1.562, -2.138, 1.842)
H (-3.403, -3.177, 2.819)
H (-4.148, -1.687, 2.636)
H (-3.341, -2.916, 5.084)
H (-3.958, -1.276, 4.875)
H (-1.056, -2.211, 4.776)
H (-1.698, -0.785, 5.603)
H (-0.521, -0.457, 3.196)
H (-2.050, 0.377, 3.485)
C (4.400, -7.680, -0.350)
C (3.943, -6.401, -1.018)
C (4.085, -5.164, -0.401)
C (3.691, -3.990, -1.032)
C (3.146, -4.029, -2.308)
N (2.763, -2.782, -2.893)
C (2.607, -2.535, -4.229)
O (2.747, -3.346, -5.118)
N (2.331, -1.197, -4.557)
C (1.758, -0.162, -3.811)
C (2.002, 1.160, -4.171)
C (1.442, 2.186, -3.443)
C (0.648, 1.879, -2.354)
N (0.384, 0.616, -2.024)
C (0.911, -0.384, -2.736)
C (2.980, -5.256, -2.943)
C (3.377, -6.417, -2.291)
H (4.586, -7.528, 0.715)
H (5.327, -8.048, -0.797)
H (3.654, -8.472, -0.453)
H (4.515, -5.109, 0.596)
H (3.805, -3.036, -0.519)
H (2.862, -1.983, -2.290)
H (2.533, -1.016, -5.525)
H (2.645, 1.373, -5.021)
H (1.623, 3.220, -3.705)
H (0.190, 2.652, -1.751)
H (0.631, -1.387, -2.444)
H (2.558, -5.303, -3.934)
H (3.243, -7.368, -2.799)

Löwdin atomic charge list, values in e, 4 entries: 0.6918, -0.0515, -0.0835, -0.2331

=====

ORCA calculation (ωB97M-V/def2-TZVPD) on C40H44N7O3W as an isolated structure at a distorted geometry.

The net charge is +1. Its HOMO energy (spin up / spin down) is -9.64 / -10.32 eV. The expectation value of S² is 2.010. The energy above the lowest of the compared OMol25 structures with the same formula, charge and spin comes out at 0.933 eV. The spin multiplicity is 3.

Atoms and positions in Å:
W (-0.193, -0.293, 0.237)
O (-1.853, 0.729, 0.525)
C (-2.382, 1.185, 1.672)
C (-3.668, 1.727, 1.625)
C (-4.238, 2.271, 2.759)
C (-3.537, 2.307, 3.963)
C (-2.261, 1.789, 4.011)
C (-1.682, 1.191, 2.886)
C (-0.330, 0.656, 3.029)
N (0.102, -0.447, 2.527)
N (1.467, -0.691, 2.833)
C (2.224, -0.421, 1.829)
O (1.771, 0.052, 0.680)
C (3.685, -0.628, 1.923)
C (4.213, -1.488, 2.884)
C (5.580, -1.693, 2.948)
C (6.426, -1.035, 2.062)
C (5.901, -0.175, 1.108)
C (4.531, 0.022, 1.031)
H (-4.190, 1.720, 0.676)
H (-5.235, 2.690, 2.704)
H (-3.982, 2.746, 4.844)
H (-1.696, 1.822, 4.936)
H (0.353, 1.225, 3.663)
H (3.543, -1.986, 3.572)
H (5.991, -2.364, 3.690)
H (7.495, -1.192, 2.119)
H (6.561, 0.341, 0.423)
H (4.110, 0.674, 0.275)
C (-0.833, 2.590, -1.138)
N (0.361, 1.836, -0.655)
C (1.098, 2.731, 0.261)
C (1.126, 1.457, -1.844)
C (2.147, 2.215, -2.389)
C (2.712, 1.827, -3.600)
C (2.250, 0.696, -4.257)
C (1.244, -0.079, -3.695)
C (0.681, 0.298, -2.483)
N (-0.295, -0.452, -1.793)
C (-1.584, -0.600, -2.320)
C (-2.011, -0.106, -3.551)
C (-3.346, -0.212, -3.917)
C (-4.271, -0.802, -3.071)
C (-3.850, -1.312, -1.848)
C (-2.522, -1.212, -1.484)
N (-1.971, -1.821, -0.265)
C (-1.639, -3.218, -0.673)
C (-2.950, -1.914, 0.841)
H (-0.491, 3.435, -1.740)
H (-1.400, 2.953, -0.285)
H (-1.467, 1.946, -1.739)
H (1.229, 3.717, -0.189)
H (2.063, 2.305, 0.508)
H (0.505, 2.851, 1.168)
H (2.500, 3.109, -1.894)
H (3.509, 2.418, -4.030)
H (2.688, 0.403, -5.202)
H (0.901, -0.984, -4.182)
H (-1.307, 0.383, -4.210)
H (-3.664, 0.184, -4.872)
H (-5.311, -0.872, -3.356)
H (-4.566, -1.785, -1.190)
H (-2.539, -3.680, -1.080)
H (-1.305, -3.795, 0.184)
H (-0.871, -3.207, -1.441)
H (-3.696, -2.684, 0.633)
H (-3.451, -0.964, 0.985)
H (-2.420, -2.188, 1.753)
C (4.045, -3.119, -4.661)
C (4.898, -3.463, -3.451)
N (4.198, -3.206, -2.188)
C (4.720, -2.147, -1.324)
C (4.487, -0.753, -1.886)
C (3.274, -4.112, -1.806)
O (3.032, -5.145, -2.410)
C (2.427, -3.776, -0.610)
C (2.287, -4.672, 0.442)
C (1.437, -4.348, 1.483)
C (0.723, -3.164, 1.422)
N (0.813, -2.327, 0.381)
C (1.663, -2.629, -0.609)
H (4.599, -3.307, -5.581)
H (3.752, -2.067, -4.644)
H (3.146, -3.734, -4.677)
H (5.811, -2.867, -3.438)
H (5.184, -4.515, -3.479)
H (5.790, -2.325, -1.189)
H (4.267, -2.236, -0.336)
H (4.838, -0.682, -2.917)
H (5.030, -0.014, -1.298)
H (3.427, -0.491, -1.871)
H (2.847, -5.599, 0.435)
H (1.316, -4.995, 2.340)
H (0.047, -2.878, 2.214)
H (1.733, -1.919, -1.423)

Löwdin atomic charge list, values in e, 4 entries: 1.7879, -0.2847, -0.3334, -0.0061

=====

ORCA calculation (ωB97M-V/def2-TZVPD) on C40H45N7SSb3Sc as an isolated structure.

The net charge is +2. Its HOMO energy is -12.85 eV. The energy above the lowest of the compared OMol25 structures with the same formula, charge and spin comes out at 0.107 eV. The spin multiplicity is 1.

Atoms and positions in Å:
Sc (-0.041, -0.012, -0.024)
C (3.743, -0.320, 2.754)
C (2.543, -0.584, 1.908)
N (2.175, 0.186, 0.945)
N (2.954, 1.289, 0.705)
C (2.760, 2.008, -0.422)
N (3.639, 2.981, -0.669)
S (1.444, 1.742, -1.432)
C (1.703, -1.795, 2.078)
C (2.076, -2.834, 2.912)
C (1.278, -3.972, 2.969)
C (0.142, -4.026, 2.190)
C (-0.171, -2.937, 1.387)
N (0.584, -1.836, 1.322)
H (3.693, 0.690, 3.170)
H (4.658, -0.425, 2.163)
H (3.815, -0.994, 3.599)
H (3.731, 1.484, 1.323)
H (4.465, 3.130, -0.109)
H (3.520, 3.545, -1.494)
H (2.976, -2.782, 3.503)
H (1.552, -4.798, 3.610)
H (-0.510, -4.887, 2.197)
H (-1.060, -2.939, 0.774)
C (-3.806, 1.889, -1.119)
Sb (-1.846, 1.632, -1.883)
C (-1.451, 3.580, -2.600)
C (-2.300, 0.610, -3.714)
C (-1.164, 0.665, -4.694)
C (-0.988, 1.827, -5.445)
C (0.042, 1.954, -6.359)
C (0.921, 0.899, -6.552)
C (0.745, -0.271, -5.834)
C (-0.286, -0.409, -4.903)
C (-0.415, -1.719, -4.180)
Sb (0.663, -1.724, -2.343)
C (0.701, -3.809, -1.942)
C (2.621, -1.416, -3.081)
H (-4.402, 2.402, -1.873)
H (-3.787, 2.490, -0.212)
H (-4.272, 0.930, -0.902)
H (-2.284, 3.904, -3.222)
H (-0.532, 3.594, -3.180)
H (-1.349, 4.248, -1.748)
H (-3.184, 1.105, -4.119)
H (-2.596, -0.404, -3.451)
H (-1.693, 2.640, -5.328)
H (0.144, 2.862, -6.936)
H (1.720, 0.974, -7.276)
H (1.403, -1.112, -6.017)
H (0.052, -2.518, -4.759)
H (-1.445, -2.015, -3.993)
H (1.088, -4.320, -2.822)
H (-0.302, -4.170, -1.729)
H (1.348, -4.021, -1.093)
H (2.880, -2.218, -3.770)
H (3.333, -1.403, -2.258)
H (2.652, -0.459, -3.598)
N (-1.878, -0.883, 0.169)
C (-3.016, -1.175, 0.349)
N (-4.163, -1.619, 0.504)
C (-5.253, -0.918, 0.773)
N (-6.221, -0.336, 0.998)
C (2.965, 2.506, 5.239)
C (2.108, 1.416, 5.154)
C (1.139, 1.373, 4.161)
C (1.003, 2.430, 3.262)
C (1.851, 3.528, 3.363)
C (2.836, 3.559, 4.345)
Sb (-0.535, 2.279, 1.822)
C (-2.224, 2.326, 3.061)
C (-3.387, 1.645, 2.726)
C (-4.520, 1.757, 3.522)
C (-4.479, 2.550, 4.659)
C (-3.317, 3.228, 5.004)
C (-2.188, 3.119, 4.207)
C (-0.658, 4.193, 0.958)
C (0.405, 4.778, 0.272)
C (0.262, 6.027, -0.311)
C (-0.950, 6.699, -0.228)
C (-2.015, 6.122, 0.447)
C (-1.870, 4.876, 1.042)
H (3.716, 2.544, 6.016)
H (2.185, 0.610, 5.872)
H (0.461, 0.524, 4.126)
H (1.735, 4.377, 2.701)
H (3.483, 4.423, 4.429)
H (-3.426, 1.031, 1.832)
H (-5.423, 1.230, 3.249)
H (-5.359, 2.640, 5.281)
H (-3.289, 3.843, 5.893)
H (-1.290, 3.658, 4.485)
H (1.359, 4.270, 0.189)
H (1.094, 6.482, -0.832)
H (-1.059, 7.672, -0.685)
H (-2.958, 6.645, 0.522)
H (-2.707, 4.452, 1.585)

Löwdin atomic charge list, values in e, 4 entries: 0.2607, 0.0138, -0.2285, 0.0007